(1)
{"formula": "C52H71BBrIrN4O2S", "method": "ωB97M-V/def2-TZVPD", "symbols": ["Ir", "C", "C", "N", "C", "C", "C", "S", "N", "C", "O", "C", "C", "C", "C", "C", "C", "H", "H", "H", "H", "H", "H", "H", "H", "H", "H", "H", "H", "H", "H", "H", "C", "C", "C", "C", "C", "C", "C", "Br", "C", "O", "C", "C", "C", "C", "C", "C", "H", "H", "H", "H", "H", "H", "H", "H", "H", "H", "H", "H", "H", "H", "H", "H", "H", "H", "H", "H", "C", "C", "C", "C", "C", "C", "C", "C", "C", "C", "C", "C", "N", "B", "N", "C", "C", "C", "C", "C", "C", "C", "C", "C", "C", "C", "C", "C", "C", "H", "H", "H", "H", "H", "H", "H", "H", "H", "H", "H", "H", "H", "H", "H", "H", "H", "H", "H", "H", "H", "H", "H", "H", "H", "H", "H", "H", "H", "H", "H", "H", "H", "H", "H", "H"], "coordinates": [[0.352, 0.233, -0.964], [5.934, 1.549, -2.116], [5.228, 1.670, -0.775], [4.168, 2.674, -0.796], [4.583, 4.050, -0.493], [4.298, 4.427, 0.951], [2.905, 2.402, -1.124], [2.586, 0.752, -1.624], [2.067, 3.436, -1.074], [0.769, 3.368, -1.356], [0.079, 2.354, -1.639], [0.066, 4.686, -1.323], [-1.313, 4.738, -1.509], [-1.979, 5.951, -1.467], [-1.270, 7.123, -1.242], [0.105, 7.078, -1.058], [0.770, 5.864, -1.097], [6.736, 0.816, -2.052], [6.369, 2.500, -2.422], [5.232, 1.225, -2.884], [5.924, 1.975, 0.007], [4.801, 0.711, -0.481], [4.075, 4.725, -1.179], [5.653, 4.101, -0.701], [3.227, 4.394, 1.141], [4.656, 5.435, 1.154], [4.799, 3.746, 1.640], [-1.848, 3.821, -1.693], [-3.050, 5.984, -1.615], [-1.787, 8.072, -1.213], [0.659, 7.990, -0.887], [1.842, 5.814, -0.951], [-4.495, 2.138, 5.366], [-4.464, 0.864, 4.507], [-4.300, -0.365, 5.416], [-5.791, 0.741, 3.760], [-3.276, 0.935, 3.564], [-3.429, 0.938, 2.172], [-2.326, 0.951, 1.365], [-2.560, 1.039, -0.489], [-0.977, 0.944, 1.904], [0.047, 0.812, 1.183], [-0.834, 1.064, 3.353], [-1.971, 1.023, 4.108], [0.556, 1.203, 3.948], [1.244, 2.435, 3.338], [1.381, -0.056, 3.656], [0.505, 1.393, 5.465], [-5.363, 2.110, 6.024], [-4.570, 3.030, 4.743], [-3.607, 2.232, 5.989], [-5.147, -0.427, 6.100], [-3.392, -0.314, 6.015], [-4.269, -1.285, 4.831], [-6.601, 0.650, 4.482], [-5.818, -0.143, 3.122], [-5.996, 1.617, 3.145], [-4.408, 0.921, 1.722], [-1.884, 1.064, 5.180], [1.395, 2.331, 2.264], [2.219, 2.566, 3.809], [0.660, 3.338, 3.521], [1.482, -0.234, 2.590], [0.925, -0.934, 4.117], [2.379, 0.066, 4.079], [-0.060, 2.281, 5.750], [1.522, 1.521, 5.833], [0.080, 0.528, 5.975], [1.421, -2.936, -5.434], [1.418, -1.859, -4.348], [1.378, -0.459, -4.959], [2.599, -2.044, -3.414], [3.887, -1.786, -3.874], [4.980, -1.951, -3.045], [4.799, -2.382, -1.741], [3.533, -2.662, -1.235], [3.430, -3.114, 0.209], [2.813, -4.500, 0.412], [2.753, -2.081, 1.106], [2.457, -2.487, -2.103], [1.115, -2.771, -1.657], [0.053, -1.775, -1.250], [-1.132, -2.703, -1.195], [-0.777, -3.951, -1.491], [0.595, -3.987, -1.793], [-2.510, -2.342, -1.004], [-3.218, -1.888, -2.122], [-4.545, -1.515, -1.935], [-5.129, -1.578, -0.682], [-4.393, -2.026, 0.401], [-3.066, -2.425, 0.269], [-2.363, -2.973, 1.501], [-0.923, -2.513, 1.729], [-2.458, -4.500, 1.565], [-2.610, -1.796, -3.511], [-2.616, -0.364, -4.048], [-3.318, -2.753, -4.471], [0.552, -2.826, -6.084], [1.403, -3.939, -5.007], [2.314, -2.858, -6.055], [0.498, -1.977, -3.768], [2.238, -0.281, -5.605], [1.371, 0.312, -4.189], [0.482, -0.347, -5.570], [4.029, -1.449, -4.890], [5.976, -1.747, -3.414], [5.657, -2.511, -1.094], [4.469, -3.192, 0.541], [1.723, -4.480, 0.343], [3.058, -4.864, 1.410], [3.196, -5.224, -0.308], [1.725, -1.883, 0.788], [3.286, -1.129, 1.096], [2.716, -2.449, 2.130], [-1.480, -4.767, -1.531], [1.175, -4.839, -2.108], [-5.121, -1.160, -2.778], [-6.158, -1.275, -0.549], [-4.855, -2.080, 1.380], [-2.949, -2.587, 2.342], [-0.211, -3.059, 1.107], [-0.642, -2.698, 2.766], [-0.791, -1.452, 1.527], [-1.734, -4.968, 0.894], [-3.452, -4.854, 1.296], [-2.235, -4.852, 2.572], [-1.566, -2.105, -3.453], [-3.611, 0.079, -4.000], [-2.300, -0.350, -5.091], [-1.929, 0.272, -3.489], [-4.356, -2.458, -4.625], [-3.319, -3.774, -4.089], [-2.824, -2.751, -5.443]], "lowdin_charge": [1.0867, -0.0707, -0.2501, -0.1225, -0.1994, -0.0668, -0.6264, 0.7480, 0.1105, -0.4321, -0.2150, -0.1362, -0.0250, -0.0710, -0.0766, -0.0710, -0.0228, 0.0780, 0.0766, 0.0588, 0.1227, 0.0684, 0.1110, 0.1176, 0.0612, 0.0790, 0.0747, 0.0812, 0.1040, 0.1049, 0.1047, 0.0994, -0.0274, -0.5513, -0.0285, -0.0544, -0.1086, -0.0574, -0.4998, 1.0004, -0.3574, -0.1577, -0.0523, 0.0454, -0.5267, -0.0246, -0.0310, -0.0549, 0.0936, 0.0961, 0.0821, 0.0939, 0.0814, 0.0876, 0.0936, 0.0798, 0.0927, 0.1014, 0.1012, 0.0726, 0.0909, 0.0981, 0.0519, 0.0921, 0.0967, 0.0932, 0.0919, 0.0893, -0.0418, -0.3700, -0.0506, -0.1635, -0.0295, -0.0597, -0.0255, -0.1407, -0.3449, -0.0489, -0.0623, -0.1600, 0.0517, -0.5567, 0.0432, 0.0111, -0.0006, -0.1471, -0.1598, -0.0465, -0.0620, -0.0446, -0.1414, -0.3384, -0.0451, -0.0409, -0.3639, -0.0472, -0.0452, 0.0808, 0.0788, 0.0844, 0.0939, 0.0813, 0.0442, 0.0792, 0.1186, 0.1115, 0.1176, 0.1292, 0.0551, 0.0859, 0.0880, 0.0344, 0.0802, 0.0889, 0.1502, 0.1523, 0.1187, 0.1121, 0.1133, 0.1240, 0.0589, 0.0945, 0.0510, 0.0669, 0.0870, 0.0859, 0.1015, 0.0809, 0.0824, 0.0567, 0.0825, 0.0828, 0.0810], "e_homo_ev": [-9.0, -10.6], "e_lumo_ev": [-1.67, -4.84], "total_charge": 1, "de_lowest_kj_mol": 0.0, "multiplicity": 6}

(2)
{"formula": "C52H72N4O6P3Si", "method": "ωB97M-V/def2-TZVPD", "symbols": ["C", "C", "C", "C", "C", "C", "C", "C", "C", "C", "C", "C", "C", "C", "C", "P", "O", "O", "C", "N", "C", "N", "P", "N", "P", "C", "C", "C", "C", "N", "Si", "C", "C", "C", "H", "H", "H", "H", "H", "H", "H", "H", "H", "H", "H", "H", "H", "H", "H", "H", "H", "H", "H", "H", "H", "H", "H", "H", "H", "H", "H", "H", "H", "H", "H", "H", "H", "H", "H", "H", "H", "H", "H", "H", "H", "H", "H", "H", "H", "H", "H", "H", "H", "H", "H", "H", "H", "H", "H", "H", "C", "C", "C", "C", "C", "C", "C", "O", "C", "C", "C", "C", "C", "C", "C", "O", "H", "H", "H", "H", "H", "H", "H", "H", "C", "C", "C", "C", "C", "C", "C", "O", "C", "C", "C", "C", "C", "C", "C", "O", "H", "H", "H", "H", "H", "H", "H", "H"], "coordinates": [[-5.255, 2.357, 0.501], [-5.503, 2.084, -1.035], [-6.836, 1.268, -1.273], [-6.672, -0.233, -0.800], [-7.038, -0.384, 0.746], [-7.703, -1.778, 1.043], [-6.574, -2.793, 1.482], [-6.495, -4.108, 0.617], [-5.750, -5.213, 1.468], [-4.227, -4.809, 1.546], [-3.563, -5.064, 0.132], [-2.438, -3.987, -0.237], [-1.105, -4.771, -0.481], [0.177, -3.833, -0.513], [0.124, -2.731, -1.630], [-0.617, -3.445, -3.241], [-2.110, -2.687, -3.543], [0.449, -3.027, -4.521], [-0.593, -1.436, -1.122], [0.115, -1.034, 0.152], [-0.104, -2.036, 1.106], [-0.755, -1.922, 2.240], [-0.946, -3.300, 3.382], [0.119, -3.237, 4.556], [-1.479, -0.353, 2.685], [-1.999, -0.486, 4.506], [-2.587, 0.889, 5.030], [-0.115, 0.972, 2.742], [-0.647, 2.201, 1.892], [0.495, -3.330, 0.848], [2.257, -3.325, 1.216], [2.698, -2.287, 2.776], [2.702, -5.140, 1.685], [3.356, -2.904, -0.287], [-4.580, 1.578, 0.937], [-4.754, 3.346, 0.619], [-6.238, 2.388, 1.033], [-5.560, 3.069, -1.558], [-4.646, 1.503, -1.451], [-7.702, 1.777, -0.794], [-7.012, 1.280, -2.382], [-7.366, -0.855, -1.410], [-5.609, -0.527, -0.958], [-6.091, -0.229, 1.316], [-7.704, 0.475, 0.986], [-8.413, -1.691, 1.900], [-8.251, -2.204, 0.174], [-5.572, -2.295, 1.385], [-6.680, -3.073, 2.555], [-7.516, -4.505, 0.408], [-5.947, -3.873, -0.327], [-6.130, -5.254, 2.517], [-5.823, -6.194, 0.946], [-3.673, -5.407, 2.318], [-4.087, -3.723, 1.792], [-4.303, -5.174, -0.696], [-3.060, -6.065, 0.208], [-2.398, -3.266, 0.611], [-2.790, -3.496, -1.178], [-1.128, -5.456, -1.357], [-0.956, -5.431, 0.416], [1.015, -4.524, -0.800], [1.166, -2.422, -1.917], [-1.921, -1.740, -3.667], [0.076, -2.197, -4.865], [-0.358, -0.626, -1.859], [-1.690, -1.548, -0.980], [-0.263, -0.114, 0.383], [-2.307, -3.229, 3.801], [-0.826, -4.551, 2.697], [0.639, -4.119, 4.493], [-2.774, -1.260, 4.679], [-1.055, -0.666, 5.084], [-2.069, 1.748, 4.548], [-3.673, 0.890, 4.752], [-2.567, 0.958, 6.144], [0.048, 1.352, 3.780], [0.855, 0.569, 2.352], [-1.761, 2.206, 1.885], [-0.277, 2.197, 0.838], [-0.309, 3.163, 2.341], [1.881, -1.565, 3.004], [3.658, -1.747, 2.568], [2.857, -2.971, 3.645], [1.998, -5.496, 2.478], [3.770, -5.230, 1.977], [2.455, -5.747, 0.771], [3.344, -1.827, -0.562], [4.382, -3.269, -0.018], [3.021, -3.560, -1.131], [-1.819, 3.492, -2.090], [-1.942, 3.535, -0.703], [-1.256, 4.496, 0.026], [-0.434, 5.411, -0.628], [-0.292, 5.352, -2.014], [-0.996, 4.397, -2.745], [0.618, 6.288, -2.720], [0.737, 6.238, -3.928], [1.382, 7.277, -1.923], [2.283, 8.125, -2.562], [2.993, 9.064, -1.827], [2.802, 9.165, -0.452], [1.910, 8.319, 0.191], [1.204, 7.366, -0.541], [0.281, 6.444, 0.161], [0.113, 6.527, 1.364], [-2.363, 2.747, -2.660], [-2.576, 2.820, -0.192], [-1.359, 4.531, 1.104], [-0.899, 4.357, -3.823], [2.433, 8.053, -3.632], [3.697, 9.719, -2.326], [3.352, 9.903, 0.120], [1.767, 8.398, 1.262], [4.871, -0.614, -3.613], [4.326, 0.216, -2.636], [5.158, 0.942, -1.797], [6.541, 0.832, -1.922], [7.086, -0.017, -2.885], [6.248, -0.731, -3.737], [8.557, -0.181, -2.998], [9.032, -0.919, -3.840], [9.433, 0.563, -2.062], [10.812, 0.377, -2.118], [11.642, 1.079, -1.254], [11.099, 1.976, -0.338], [9.725, 2.160, -0.275], [8.888, 1.448, -1.130], [7.420, 1.627, -1.030], [6.942, 2.407, -0.228], [4.220, -1.174, -4.274], [3.250, 0.297, -2.532], [4.731, 1.590, -1.041], [6.668, -1.382, -4.494], [11.239, -0.317, -2.831], [12.714, 0.929, -1.296], [11.749, 2.528, 0.330], [9.307, 2.855, 0.442]], "lowdin_charge": [-0.1231, -0.2550, -0.2155, -0.1871, -0.2073, -0.1817, -0.2106, -0.1972, -0.1975, -0.2172, -0.1844, -0.1830, -0.1732, -0.3463, -0.3501, 0.9505, -0.2864, -0.2889, -0.1518, 0.1037, -0.4406, -0.2992, 0.7583, -0.2523, 1.0115, -0.4200, -0.1360, -0.3642, -0.1835, -0.0882, 0.5259, -0.1668, -0.1698, -0.1650, 0.0554, 0.0616, 0.0752, 0.1041, 0.0869, 0.1085, 0.1059, 0.1043, 0.0988, 0.0869, 0.0979, 0.1074, 0.1034, 0.0873, 0.1096, 0.1140, 0.1059, 0.1098, 0.1129, 0.1057, 0.0747, 0.1085, 0.1086, 0.0788, 0.0941, 0.1027, 0.1089, 0.1263, 0.1039, 0.0457, 0.0403, 0.1350, 0.1131, 0.0795, 0.0164, 0.0286, -0.0245, 0.0570, 0.0749, 0.0561, 0.0795, 0.0884, 0.0847, 0.0740, 0.0494, 0.0707, 0.0857, -0.0030, 0.0474, 0.0381, 0.0283, 0.0474, 0.0371, 0.0259, 0.0578, 0.0365, -0.0549, -0.0844, -0.0257, -0.0704, -0.0763, 0.0057, -0.2783, 0.1116, -0.0843, 0.0064, -0.0474, -0.0484, 0.0049, -0.0856, -0.2763, 0.1052, 0.1012, 0.0765, 0.1035, 0.1226, 0.1229, 0.1113, 0.1110, 0.1220, -0.0597, -0.0817, -0.0062, -0.0815, -0.0776, 0.0070, -0.2786, 0.1123, -0.0843, 0.0054, -0.0496, -0.0512, 0.0028, -0.0860, -0.2802, 0.1025, 0.1057, 0.0961, 0.1182, 0.1235, 0.1227, 0.1105, 0.1099, 0.1211], "e_homo_ev": -11.2, "e_lumo_ev": -3.44, "total_charge": 1, "de_lowest_kj_mol": 336.5, "multiplicity": 1}